[1]
{"formula": "C23H49BrN4O6P", "method": "ωB97M-V with the def2-TZVPD basis set", "homo_ev": -11.56, "e_above_lowest_kcal_mol": 0.0, "total_charge": 1, "symbols": ["C", "C", "C", "C", "C", "C", "C", "C", "O", "Br", "C", "N", "N", "C", "C", "C", "O", "C", "P", "N", "O", "C", "N", "H", "H", "H", "H", "H", "H", "H", "H", "H", "H", "H", "H", "H", "H", "H", "H", "H", "H", "H", "H", "H", "H", "H", "H", "H", "C", "C", "C", "O", "H", "H", "H", "H", "H", "H", "H", "H", "C", "C", "C", "O", "H", "H", "H", "H", "H", "H", "H", "H", "C", "C", "C", "O", "H", "H", "H", "H", "H", "H", "H", "H"], "xyz": [[4.006, 1.177, -1.155], [2.887, 1.085, -1.568], [1.465, 0.801, -1.735], [1.116, -0.672, -1.424], [1.783, -1.289, -0.191], [1.100, -1.062, 1.162], [2.124, -1.435, 2.284], [2.849, -2.715, 1.993], [2.355, -3.787, 2.130], [4.697, -2.605, 1.384], [0.774, 0.416, 1.463], [-0.591, 0.781, 1.012], [-0.918, 2.202, 1.153], [0.028, 2.963, 1.967], [-1.179, 2.891, -0.112], [-2.496, 2.713, -0.812], [-0.349, 3.653, -0.534], [-1.615, -0.044, 1.762], [-3.042, -0.373, 0.560], [-2.348, -1.394, -0.607], [-4.088, -1.251, 1.468], [-1.018, -1.366, 2.274], [-0.101, -1.902, 1.284], [5.026, 1.397, -0.921], [1.174, 0.999, -2.765], [0.910, 1.473, -1.082], [1.422, -1.283, -2.271], [0.039, -0.827, -1.336], [2.825, -0.995, -0.098], [1.791, -2.367, -0.357], [1.628, -1.560, 3.246], [2.833, -0.614, 2.394], [0.838, 0.532, 2.538], [1.537, 1.000, 0.960], [-0.714, 0.527, 0.023], [-0.387, 3.962, 2.055], [0.078, 2.571, 2.978], [1.014, 3.081, 1.523], [-2.597, 3.570, -1.469], [-3.304, 2.743, -0.086], [-2.503, 1.790, -1.381], [-2.067, 0.529, 2.566], [-2.545, -2.376, -0.405], [-2.849, -1.211, -1.471], [-4.291, -2.090, 1.029], [-0.573, -1.232, 3.271], [-1.843, -2.064, 2.400], [0.228, -2.821, 1.565], [-4.356, -5.090, -3.529], [-3.586, -3.913, -2.958], [-2.125, -3.940, -3.379], [-3.684, -3.913, -1.523], [-3.935, -6.032, -3.167], [-5.399, -5.056, -3.214], [-4.321, -5.093, -4.618], [-4.047, -2.981, -3.290], [-1.639, -4.848, -3.013], [-1.583, -3.090, -2.958], [-2.027, -3.911, -4.464], [-3.289, -4.733, -1.205], [-5.602, 1.372, 4.746], [-5.114, 2.421, 3.761], [-6.263, 3.018, 2.966], [-4.150, 1.845, 2.868], [-6.088, 0.548, 4.216], [-4.766, 0.952, 5.306], [-6.315, 1.795, 5.453], [-4.591, 3.213, 4.299], [-6.768, 2.242, 2.384], [-5.896, 3.767, 2.262], [-6.995, 3.489, 3.622], [-4.596, 1.142, 2.381], [8.462, 0.890, -3.590], [7.962, 2.002, -2.681], [8.939, 3.166, -2.635], [7.741, 1.495, -1.361], [9.413, 0.496, -3.222], [7.752, 0.064, -3.610], [8.609, 1.248, -4.609], [6.992, 2.354, -3.034], [9.904, 2.839, -2.240], [8.567, 3.953, -1.979], [9.099, 3.588, -3.628], [8.584, 1.176, -1.023]], "mulliken_charge": [0.603, -1.422, 0.202, -0.977, -1.089, 1.561, -0.719, 0.128, -0.456, -0.137, -3.064, 0.684, 0.006, -1.042, 0.541, -1.045, -0.485, 0.640, -0.284, -0.287, -0.474, -1.435, -0.031, 0.574, 0.565, -0.449, 0.545, 0.073, 0.160, 0.627, 0.413, 0.631, 0.705, 0.712, 0.298, 0.420, 0.352, 0.358, 0.459, 0.231, 0.166, 0.571, 0.193, 0.270, 0.307, 0.248, 0.629, 0.506, -1.421, 0.381, -0.959, -0.530, 0.378, 0.341, 0.382, 0.282, 0.342, 0.061, 0.398, 0.340, -1.292, 0.331, -1.297, -0.306, 0.300, 0.320, 0.420, 0.294, 0.342, 0.302, 0.419, 0.166, -1.307, 0.554, -1.376, -0.535, 0.344, 0.317, 0.370, 0.278, 0.347, 0.336, 0.370, 0.326]}

[2]
{"formula": "C23H49BrN5O4", "method": "ωB97M-V with the def2-TZVPD basis set", "homo_ev": [-7.49, -8.43], "multiplicity": 2, "total_charge": 0, "symbols": ["C", "C", "Br", "C", "C", "C", "C", "N", "C", "C", "C", "C", "N", "O", "C", "C", "C", "C", "H", "H", "H", "H", "H", "H", "H", "H", "H", "H", "H", "H", "H", "H", "H", "H", "H", "H", "H", "H", "H", "H", "H", "H", "H", "H", "H", "H", "C", "C", "O", "N", "C", "H", "H", "H", "H", "H", "H", "H", "C", "C", "O", "N", "C", "H", "H", "H", "H", "H", "H", "H", "C", "C", "O", "N", "C", "H", "H", "H", "H", "H", "H", "H"], "xyz": [[-0.826, -1.611, -0.156], [0.664, -1.811, 0.120], [0.955, -2.394, 1.993], [1.593, -0.671, -0.296], [1.658, 0.714, 0.422], [2.076, 1.758, -0.645], [1.115, 2.131, -1.809], [-0.160, 1.406, -1.824], [0.385, 1.076, 1.205], [0.432, 2.396, 1.986], [-0.417, 2.289, 3.263], [-0.083, 3.571, 1.144], [1.840, 2.728, 2.365], [1.988, 3.799, 3.044], [2.916, 1.714, 2.532], [2.783, 1.092, 3.928], [4.241, 2.461, 2.425], [2.815, 0.623, 1.439], [-1.095, -2.177, -1.050], [-1.037, -0.566, -0.369], [-1.456, -1.962, 0.661], [1.010, -2.697, -0.406], [1.334, -0.511, -1.346], [2.613, -1.070, -0.284], [2.367, 2.672, -0.118], [3.004, 1.367, -1.077], [1.623, 1.947, -2.756], [0.945, 3.212, -1.772], [-0.913, 1.996, -1.485], [-0.411, 1.181, -2.784], [-0.462, 1.147, 0.526], [0.175, 0.253, 1.892], [-0.205, 1.376, 3.817], [-0.226, 3.149, 3.906], [-1.475, 2.278, 2.991], [0.129, 3.426, 0.086], [-1.165, 3.669, 1.260], [0.374, 4.504, 1.469], [1.791, 0.670, 4.088], [3.505, 0.279, 4.036], [2.971, 1.836, 4.702], [4.246, 3.122, 1.557], [5.055, 1.742, 2.313], [4.432, 3.069, 3.308], [2.749, -0.345, 1.936], [3.751, 0.615, 0.873], [-4.446, 3.394, 0.209], [-3.565, 2.279, -0.304], [-3.034, 2.332, -1.404], [-3.358, 1.209, 0.504], [-3.873, 0.976, 1.836], [-4.490, 4.158, -0.561], [-5.453, 3.038, 0.426], [-4.038, 3.826, 1.124], [-2.749, 0.510, 0.103], [-3.063, 0.877, 2.561], [-4.481, 0.071, 1.873], [-4.496, 1.811, 2.142], [1.739, -7.521, -0.100], [1.556, -6.110, 0.420], [1.557, -5.151, -0.335], [1.388, -5.953, 1.759], [1.333, -6.976, 2.777], [1.858, -7.457, -1.177], [2.621, -7.995, 0.334], [0.875, -8.146, 0.131], [1.284, -4.991, 2.048], [0.376, -6.966, 3.301], [2.128, -6.848, 3.515], [1.454, -7.957, 2.327], [-2.768, 0.770, -4.523], [-1.512, 0.321, -5.230], [-0.407, 0.380, -4.709], [-1.641, -0.165, -6.493], [-2.847, -0.315, -7.277], [-2.522, 1.133, -3.529], [-3.262, 1.572, -5.074], [-3.477, -0.055, -4.431], [-0.767, -0.448, -6.907], [-3.021, -1.359, -7.544], [-2.801, 0.272, -8.195], [-3.703, 0.029, -6.704]], "mulliken_spin": [0.000, 0.000, 0.000, 0.001, 0.016, 0.021, -0.001, 0.000, 0.013, -0.028, 0.051, 0.019, 0.394, 0.521, -0.017, 0.042, 0.013, 0.012, 0.000, 0.000, 0.000, 0.000, -0.001, 0.000, -0.023, 0.003, 0.000, 0.000, 0.000, 0.000, -0.001, 0.001, -0.005, -0.007, 0.000, -0.011, -0.006, 0.008, -0.007, 0.000, -0.001, -0.002, -0.001, -0.001, -0.002, -0.001, 0.000, 0.000, 0.000, 0.000, 0.000, 0.000, 0.000, 0.000, 0.000, 0.000, 0.000, 0.000, 0.000, 0.000, 0.000, 0.000, 0.000, 0.000, 0.000, 0.000, 0.000, 0.000, 0.000, 0.000, 0.000, 0.000, 0.000, 0.000, 0.000, 0.000, 0.000, 0.000, 0.000, 0.000, 0.000, 0.000]}